Entry 1:
ORCA calculation (ωB97M-V/def2-TZVPD) on 2 unconnected molecules or ions with the total composition C3H2F3N in a non-equilibrium geometry.

Structure (XYZ):
```
9
C3H2F3N (ωB97M-V/def2-TZVPD)
C 2.01679 -0.31134 -0.48115
C 1.20073 0.87094 -0.17204
C -1.51119 -0.76670 0.02424
N 2.08722 -0.23175 0.73379
F -2.02598 -0.32382 -1.11366
F -1.83507 -1.99180 0.46114
F -1.79057 0.18865 0.88229
H 1.76660 1.78020 -0.30015
H 0.09147 0.78562 -0.03445
```

Its HOMO-LUMO gap (alpha / beta) is 8.87 / 8.54 eV. The value obtained for the HOMO energy (alpha / beta) is -10.34 / -9.49 eV. The calculation puts the LUMO energy (alpha / beta) at -1.5 / -0.9 eV. The value obtained for the energy is -12779.5017 eV.


Entry 2:
ORCA calculation (ωB97M-V/def2-TZVPD) on 7 unconnected molecules or ions with the total composition C28H42N2O27S8 in a non-equilibrium geometry.

Structure (XYZ):
```
107
C28H42N2O27S8 (ωB97M-V/def2-TZVPD)
C -3.98763 -4.43907 -2.85040
C -2.64257 -4.09137 -2.25815
C -2.46549 -4.23112 -0.88404
C -1.24607 -3.92445 -0.29494
C -0.22043 -3.46160 -1.10631
C -0.38410 -3.29063 -2.47636
C 0.75682 -2.74979 -3.31270
O 1.60705 -1.87282 -2.56565
C 1.00847 -0.73112 -2.19717
O 0.22182 -0.12308 -2.86663
O 1.42696 -0.28222 -0.99302
C 0.41119 -0.41624 0.01895
C 0.02232 0.95105 0.60821
C -1.34904 0.81979 1.31125
S -2.53840 2.13314 0.90189
C -2.55460 2.28101 -0.86849
S -2.02408 3.66759 -1.53639
N -3.08769 1.26517 -1.66907
C -3.77895 1.51003 -2.84222
C -4.14534 0.29470 -3.31984
N -3.69822 -0.70243 -2.47342
C -3.08269 -0.10835 -1.50519
C -1.60308 -3.62785 -3.04879
H -3.94761 -4.40790 -3.93709
H -4.75789 -3.76476 -2.47363
H -4.27408 -5.44191 -2.52251
H -3.27428 -4.56988 -0.24626
H -1.07066 -4.00817 0.76946
H 0.74382 -3.18069 -0.69405
H 1.37421 -3.55514 -3.70929
H 0.33986 -2.23506 -4.18050
H 0.78184 -1.04417 0.82094
H -0.48516 -0.84096 -0.42407
H 0.02834 1.67995 -0.20050
H 0.76480 1.19913 1.36624
H -1.78525 -0.17249 1.19250
H -1.19361 0.93718 2.38379
H -3.99330 2.47634 -3.25674
H -4.70197 0.09327 -4.21869
H -2.62785 -0.60070 -0.66301
H -1.77070 -3.52542 -4.11529
O -1.81430 -6.46348 -7.43616
S -3.00901 -6.16867 -6.73392
O -3.25042 -4.89350 -6.16076
O -3.22165 -7.29320 -5.61202
C -4.48750 -7.94180 -5.79032
C -4.74838 -7.85544 -7.28018
O -4.26725 -6.55506 -7.64613
H -5.24032 -7.39529 -5.21856
H -4.43078 -8.96619 -5.43274
H -5.80169 -7.94416 -7.52986
H -4.17639 -8.60401 -7.83227
O -0.15620 -1.95546 2.65517
S 0.18445 -2.14476 4.02544
O -0.63957 -2.90812 4.88697
O 0.45244 -0.70240 4.66418
C 1.78153 -0.64684 5.21841
C 2.58241 -1.60461 4.36382
O 1.67460 -2.69502 4.11480
H 1.73498 -0.97373 6.25858
H 2.16270 0.36891 5.17254
H 3.46853 -1.96743 4.86446
H 2.85502 -1.15694 3.40952
O -2.70064 10.35348 -1.27616
S -1.87719 9.53370 -0.46524
O -1.37269 9.99626 0.77944
O -0.66598 8.99211 -1.35827
C -0.64030 7.55574 -1.34479
C -2.08568 7.15523 -1.14640
O -2.59622 8.12795 -0.21864
H -0.01620 7.22827 -0.51119
H -0.22520 7.18368 -2.27721
H -2.18885 6.15379 -0.74078
H -2.65415 7.23463 -2.07575
O 5.44425 -7.20189 0.36400
S 4.49016 -6.35692 0.98642
O 4.51096 -6.11755 2.38320
O 3.02774 -6.84432 0.54867
C 2.31279 -5.77055 -0.08005
C 3.39129 -4.91974 -0.71800
O 4.46443 -4.94287 0.23390
H 1.77042 -5.21702 0.68920
H 1.60880 -6.16613 -0.80722
H 3.07248 -3.89576 -0.89719
H 3.74855 -5.35944 -1.65199
O 0.69895 12.95308 6.30163
S -0.37441 13.37140 5.47373
O -0.85382 14.70485 5.49844
O -1.59845 12.36052 5.69517
C -1.98563 11.76672 4.44710
C -0.71212 11.73771 3.63083
O -0.05960 12.97592 3.95537
H -2.74458 12.39929 3.98300
H -2.39477 10.77525 4.61940
H -0.90020 11.67867 2.56324
H -0.06097 10.91503 3.93327
O 5.34281 -2.15825 2.82114
S 5.93085 -1.18270 3.66395
O 5.15196 -0.16867 4.28559
O 7.14834 -0.50077 2.88934
C 8.36353 -0.64896 3.64071
C 8.17306 -1.93902 4.41179
O 6.78873 -1.91329 4.79619
H 8.46308 0.20819 4.30896
H 9.21284 -0.68490 2.96461
H 8.80190 -1.99984 5.29496
H 8.33981 -2.81463 3.78185
```

Its HOMO-LUMO gap is 7.82 eV. The value obtained for the HOMO energy is -9.05 eV. The SMILES is Cc1cccc(COC(=O)OCCCSC(=S)n2ccnc2)c1.O=S1(=O)OCCO1.O=S1(=O)OCCO1.O=S1(=O)OCCO1.O=S1(=O)OCCO1.O=S1(=O)OCCO1.O=S1(=O)OCCO1. The calculation puts the LUMO energy at -1.2 eV. The value obtained for the energy is -174655.6537 eV.


Entry 3:
ORCA calculation (ωB97M-V/def2-TZVPD) on a molecular structure, C21H39N7O3S2Tl.

Structure (XYZ):
```
73
C21H39N7O3S2Tl (ωB97M-V/def2-TZVPD)
Tl -0.27492 0.08127 -0.31993
C 0.74184 0.21557 2.70401
N -0.56608 0.09885 2.02027
C -1.42294 1.18368 2.53350
C -1.16710 -1.22445 2.32964
C -2.43002 -1.48463 1.52548
N -2.14409 -1.54154 0.08499
C -3.28982 -1.06909 -0.70254
C -1.76619 -2.89668 -0.34327
H 0.58912 0.19250 3.78674
H 1.21034 1.16059 2.43136
H 1.39597 -0.60065 2.42308
H -1.57274 1.04149 3.60832
H -2.38180 1.20493 2.03096
H -0.93066 2.14058 2.37022
H -1.40530 -1.26219 3.39807
H -0.41834 -1.99145 2.12633
H -3.16152 -0.69485 1.69627
H -2.88757 -2.41840 1.86979
H -4.18199 -1.67200 -0.49977
H -3.05796 -1.14443 -1.76371
H -3.49565 -0.02421 -0.46965
H -2.62223 -3.57584 -0.25338
H -0.93920 -3.27189 0.25396
H -1.46001 -2.86623 -1.39017
C -1.21625 5.21737 1.34662
N -1.08119 4.12370 0.39240
C 0.27747 3.71202 0.10042
C -2.09902 3.27178 0.09320
O -1.89098 2.07029 -0.16766
N -3.36214 3.77428 0.10660
C -3.66070 5.13967 -0.31443
C -4.47540 2.84512 0.00400
H -0.51052 5.06318 2.16617
H -2.21930 5.23924 1.76170
H -0.99906 6.18318 0.88756
H 0.87805 4.59953 -0.10060
H 0.29506 3.07642 -0.78171
H 0.73733 3.17048 0.93497
H -2.74939 5.66559 -0.57988
H -4.17882 5.69519 0.46839
H -4.30203 5.10793 -1.19718
H -4.24390 1.92271 0.52780
H -4.70580 2.60798 -1.03843
H -5.35250 3.29980 0.46223
N 5.07026 -5.58364 -3.49744
C 4.39844 -4.94041 -2.48914
C 3.04803 -4.59042 -2.64776
C 2.38047 -3.91873 -1.64940
C 3.04569 -3.57546 -0.47365
C 4.38366 -3.91296 -0.30457
C 5.05372 -4.59163 -1.30352
S 2.18760 -2.74018 0.79637
O 3.13413 -2.46060 1.84440
O 0.98917 -3.47451 1.11768
N 1.65528 -1.34864 0.14457
C 2.55383 -0.35241 -0.11569
S 4.27591 -0.42621 -0.27876
C 4.30222 1.24603 -0.70106
C 3.05464 1.75070 -0.68645
N 2.06628 0.85618 -0.33636
H 4.54099 -6.01812 -4.23165
H 5.95538 -6.01058 -3.29095
H 2.53283 -4.85786 -3.56259
H 1.33505 -3.66173 -1.77415
H 4.88770 -3.64430 0.61388
H 6.09516 -4.85864 -1.17137
H 5.22765 1.75446 -0.91319
H 2.79260 2.77491 -0.90658
C -0.58823 0.27998 -2.43897
H -1.33452 1.05546 -2.57682
H -0.92215 -0.67462 -2.83554
H 0.37609 0.55753 -2.85400
```

Its HOMO-LUMO gap is 7.96 eV. Its charge is +1. The value obtained for the HOMO energy is -10.14 eV. The calculation puts the LUMO energy at -2.2 eV. The value obtained for the energy is -65341.4352 eV.


Entry 4:
ORCA calculation (ωB97M-V/def2-TZVPD) on a gas-phase ion, C7H11N2 (charge +1) in a non-equilibrium geometry.

Structure (XYZ):
```
20
C7H11N2 (ωB97M-V/def2-TZVPD)
C 2.04137 -1.00405 0.61197
C 1.82881 0.32093 -0.10787
C 0.00835 0.34564 -0.63443
C -0.80037 1.57374 -1.00982
C -0.86353 1.19590 0.40595
C -1.85308 0.41990 1.11828
N -2.41375 -0.65636 0.52706
C -1.77765 -1.32049 -0.41176
N -0.50294 -0.92273 -0.76692
H 1.27748 -1.37417 1.38995
H 2.95342 -0.81090 1.21437
H 2.12051 -1.84804 -0.15984
H 2.18826 0.33965 -1.19187
H 1.96016 1.20392 0.44353
H -1.67869 1.23029 -1.61105
H -0.35156 2.55906 -1.19665
H -0.25990 1.86251 1.03918
H -2.09420 0.64584 2.22962
H -2.00283 -2.26968 -0.79615
H 0.22015 -1.49094 -1.09354
```

Its HOMO-LUMO gap is 9.20 eV. Its charge is +1. The value obtained for the HOMO energy is -14.27 eV. The SMILES is CC[C@]12C[C@H]1C=NC=[NH+]2. The calculation puts the LUMO energy at -5.1 eV. The value obtained for the energy is -10407.5902 eV.


Entry 5:
ORCA calculation (ωB97M-V/def2-TZVPD) on 7 unconnected molecules or ions with the total composition C18H36N6O4 in a non-equilibrium geometry.

Structure (XYZ):
```
64
C18H36N6O4 (ωB97M-V/def2-TZVPD)
C 5.84967 1.91488 -3.26083
O 5.82557 2.85101 -4.06368
N 4.73575 1.27082 -2.88902
C 4.80418 0.08736 -2.10364
C 3.37127 1.74639 -3.22365
H 6.80843 1.52723 -2.88306
H 4.26663 0.08601 -1.15541
H 5.81426 -0.30124 -1.97395
H 4.36817 -0.72944 -2.67883
H 2.92721 2.17004 -2.32286
H 3.36602 2.52341 -3.98805
H 2.69667 0.94542 -3.52604
C -4.99091 -0.41402 4.52471
O -5.30672 0.25515 5.49793
N -3.79632 -0.35193 3.92972
C -3.54699 -1.13178 2.71806
C -2.64998 0.40790 4.40713
H -5.67269 -1.11108 4.01335
H -4.47701 -1.56898 2.35468
H -2.83194 -1.94020 2.87059
H -3.21008 -0.40608 1.97783
H -2.90538 0.88124 5.35520
H -1.77627 -0.24091 4.46853
H -2.36141 1.18338 3.69757
C -0.01333 -0.76312 -1.34643
O 0.59385 -0.35326 -2.31363
N 0.05721 -0.12983 -0.14613
C -0.76683 -0.35355 1.03391
C 0.90480 1.04643 0.01921
H -0.59399 -1.69775 -1.30789
H -0.24471 -0.19449 1.97741
H -1.14874 -1.37373 1.07241
H -1.62731 0.31332 1.08844
H 1.66404 1.16486 -0.75385
H 0.25252 1.91963 0.00625
H 1.36969 0.91984 0.99694
C -4.23131 0.43010 -0.97922
C -4.56195 -1.05759 -1.13380
O -5.58194 -1.39679 -1.72435
C -3.60591 -2.09663 -0.57641
H -5.07564 1.08606 -1.19117
H -3.35655 0.73167 -1.55537
H -3.98036 0.53005 0.07678
H -2.62273 -1.76337 -0.90866
H -3.72973 -3.07637 -1.03780
H -3.72796 -2.15181 0.50533
C 2.60494 -1.98499 2.18726
C 1.47565 -1.98764 3.12467
N 0.53729 -2.01492 3.77827
H 2.51462 -1.12177 1.52787
H 2.57928 -2.88294 1.56992
H 3.58579 -1.97642 2.66260
C 3.37242 3.04237 2.09478
C 4.29013 1.99215 1.64462
N 5.04994 1.14344 1.34772
H 2.38319 2.96047 1.64443
H 3.76034 4.06039 2.05936
H 3.11074 2.92754 3.14666
C -0.80516 -0.70412 -5.38285
C -1.69301 -1.35229 -4.37648
N -2.41146 -1.82247 -3.61190
H -0.47042 -1.48280 -6.06821
H 0.05499 -0.26281 -4.87936
H -1.22052 0.07860 -6.01760
```

Its HOMO-LUMO gap (alpha / beta) is 6.92 / 1.76 eV. Its charge is +1. Its multiplicity is 2. The value obtained for the HOMO energy (alpha / beta) is -10.68 / -10.68 eV. The calculation puts the LUMO energy (alpha / beta) at -3.8 / -8.9 eV. The value obtained for the energy is -36369.4858 eV. The expectation value of S² is 0.78.


Entry 6:
ORCA calculation (ωB97M-V/def2-TZVPD) on a molecular structure, C2BrN2O2 in a non-equilibrium geometry.

Structure (XYZ):
```
7
C2BrN2O2 (ωB97M-V/def2-TZVPD)
C -1.97008 0.14779 0.05019
C 1.40539 -0.11105 -0.12132
N 0.52235 -0.80719 -0.69798
N 0.58296 0.46241 0.65449
O -2.01736 0.00639 1.17109
O -1.83746 0.27823 -1.08555
Br 3.31419 0.02343 0.02910
```

Its HOMO-LUMO gap is 6.15 eV. Its charge is -1. The value obtained for the HOMO energy is -2.63 eV. The calculation puts the LUMO energy at 3.5 eV. The value obtained for the energy is -79189.8650 eV.